{"formula": "C59H105F3N2O32", "method": "ωB97M-V/def2-TZVPD", "e_homo_ev": -5.8, "total_charge": 0, "lumo_ev": -0.4, "symbols": ["F", "F", "F", "O", "O", "O", "O", "O", "O", "O", "O", "O", "O", "O", "O", "O", "O", "O", "O", "O", "O", "O", "O", "O", "O", "O", "O", "O", "O", "O", "O", "O", "O", "O", "O", "N", "N", "C", "C", "C", "C", "C", "C", "C", "C", "C", "C", "C", "C", "C", "C", "C", "C", "C", "C", "C", "C", "C", "C", "C", "C", "C", "C", "C", "C", "C", "C", "C", "C", "C", "C", "C", "C", "C", "C", "C", "C", "C", "C", "C", "C", "C", "C", "C", "C", "C", "C", "C", "C", "C", "C", "C", "C", "C", "C", "C", "H", "H", "H", "H", "H", "H", "H", "H", "H", "H", "H", "H", "H", "H", "H", "H", "H", "H", "H", "H", "H", "H", "H", "H", "H", "H", "H", "H", "H", "H", "H", "H", "H", "H", "H", "H", "H", "H", "H", "H", "H", "H", "H", "H", "H", "H", "H", "H", "H", "H", "H", "H", "H", "H", "H", "H", "H", "H", "H", "H", "H", "H", "H", "H", "H", "H", "H", "H", "H", "H", "H", "H", "H", "H", "H", "H", "H", "H", "H", "H", "H", "H", "H", "H", "H", "H", "H", "H", "H", "H", "H", "H", "H", "H", "H", "H", "H", "H", "H", "H", "H", "H", "H", "H", "H"], "coordinates": [[-0.2782, 6.5012, 0.9304], [1.5198, 6.4361, -0.3271], [1.4565, 5.3906, 1.5786], [-1.2725, -4.6174, -1.4645], [-5.6858, 0.4114, 1.3198], [-0.7437, -5.2447, 2.6134], [2.2470, 2.4260, 9.8645], [-3.9326, -4.3033, 1.4474], [-1.4718, -2.9581, -2.9925], [-2.8674, -4.7112, -2.9956], [0.8055, 0.7151, 9.6460], [1.5589, 4.0228, -5.0636], [-2.8908, -2.4438, 0.6276], [1.0220, 3.6659, -0.8553], [-0.3707, 0.2606, -6.3360], [-1.3867, 3.8603, 4.5446], [-3.6636, -2.5170, 2.7251], [0.5966, -4.8482, 0.9525], [-0.4505, 5.6399, 5.4801], [6.4442, 1.7336, -0.0636], [3.6708, -2.7487, 4.8478], [-1.4564, -1.3373, -7.4946], [-1.2866, 4.3802, -4.9722], [-3.1961, 4.9668, -6.0571], [2.8259, 2.6408, -6.3120], [3.6371, -2.2231, -2.5358], [-0.9351, 4.7532, -1.1069], [-4.6200, 0.1279, -0.6091], [-0.2281, -3.1266, 2.2491], [-1.8030, 4.3126, 6.7161], [2.6637, -3.6578, -3.9962], [-3.9013, 1.6970, 0.7887], [4.6020, 1.1949, -1.1728], [5.3008, 0.0089, 0.6518], [3.2638, -4.2998, 6.4516], [0.6925, 0.1152, -0.7155], [-5.9999, -0.5654, 4.7770], [-1.5841, -2.2064, -6.3823], [-0.7007, 0.7168, -0.7508], [7.1220, 1.3512, 1.1109], [1.8492, 1.0498, 2.8784], [2.8028, 0.3398, 10.8456], [-2.1309, -5.7008, -1.0628], [1.8172, 3.5039, -6.1082], [-0.5885, 4.4432, 3.5134], [0.8492, 3.6417, -7.2934], [-0.8693, -0.1666, -7.3655], [-5.5191, -0.9276, -0.5778], [-0.7772, 0.6615, -8.5929], [-1.2998, 4.5942, 5.6806], [-2.6167, -0.2997, 5.2214], [4.5772, -2.4514, -4.6877], [-4.6747, 0.8453, 0.5086], [0.0607, 1.7136, 7.5084], [-5.0632, -0.3172, 5.3937], [-2.5077, 0.6606, 4.0696], [4.9758, 1.7180, -5.8080], [0.5485, -1.3766, -0.4840], [-4.7449, -4.5381, 2.5741], [-0.1872, 1.5183, 8.9945], [-3.4120, -3.0251, 1.5163], [1.7989, -4.3122, -3.1047], [2.3679, -4.6103, 4.2707], [3.8806, -0.9753, 6.5171], [0.5811, -0.0161, -3.3056], [-1.8193, 6.7581, -7.0236], [3.5814, -2.7743, -3.6086], [0.2417, 5.4877, 4.2760], [6.2542, 0.2188, 1.6821], [-0.1111, -4.2756, 1.9432], [-3.2480, -5.7343, -2.1037], [3.7350, 2.4108, -5.2535], [-2.3273, 4.1073, -5.5032], [-6.2692, -0.7393, 0.7571], [0.7055, -6.2561, 1.1431], [-3.8375, -0.1187, 6.1505], [-2.6588, 2.6626, -5.7420], [1.5555, 0.7221, 0.3897], [-4.3764, -3.4300, 3.5367], [-1.8545, -3.9709, -2.5016], [1.3878, 0.3563, -2.0786], [5.3544, 0.9907, -0.2760], [-2.9878, 4.3051, -2.0144], [-2.2107, 4.3157, -0.7006], [0.7359, 5.7086, 0.4798], [-2.9328, 6.3589, -6.0727], [-0.4294, -3.2001, -6.3447], [1.9519, 1.2645, 10.0208], [-0.7615, 0.7096, -3.2309], [0.1353, 4.4653, -0.1958], [3.1977, -3.8902, 5.3226], [2.3657, -5.6265, -2.6257], [1.1929, 0.2291, 1.7693], [4.6154, -1.9769, 5.6186], [-0.3169, -6.5231, 2.2492], [-1.5271, 0.3678, -1.9884], [-3.7731, -0.9137, 6.8923], [-0.5919, 1.7919, -3.2316], [0.8116, 4.6386, -7.7250], [1.5667, -3.9477, 3.9417], [0.0437, 3.7564, 2.9586], [2.9356, 0.9779, 2.7623], [0.8447, -4.4913, -3.6023], [4.6074, -0.4766, 7.1594], [1.2447, 5.0964, 4.4644], [1.5304, 0.5984, 3.8150], [-1.1426, -7.1256, 1.8699], [6.7979, -0.7143, 1.8207], [0.3055, 6.3900, 3.6729], [-3.3731, 2.3322, -4.9867], [5.6830, 1.5733, -4.9876], [0.1461, 0.5740, -9.1680], [3.2731, -0.3212, 10.1104], [8.1507, 0.9998, 1.0515], [1.6715, -6.6616, 1.4415], [5.6057, -2.4183, -4.3349], [-3.2318, -6.7154, -2.5760], [-2.7191, 6.6215, -5.0319], [-4.0730, 4.3653, -1.8569], [-0.1207, 3.3384, -6.9154], [0.1098, -1.7797, -1.3934], [-2.2265, 3.3279, -0.2277], [2.2764, -6.3730, -3.4178], [1.5539, -1.7324, -0.2670], [0.8247, 2.4242, 7.1997], [0.4160, -6.7450, 0.2133], [-2.5138, 0.8250, -1.9248], [1.6677, 2.1154, 2.7385], [0.2162, -7.0858, 3.0155], [-1.7364, -0.7079, -1.9700], [7.0905, 2.1859, 1.8107], [0.5516, -2.7278, -6.3565], [2.9085, -4.9678, 3.3931], [-0.9840, 6.0763, -6.8619], [-2.7726, 3.3816, -2.5479], [1.0461, 0.4931, -4.1515], [-5.7855, -4.5318, 2.2407], [-0.7914, 1.7134, -8.3223], [-1.2623, 4.9375, 2.8135], [1.4824, -0.8163, 1.9126], [-0.4746, -3.9212, -7.1624], [-1.5945, -6.6469, -1.1266], [-3.0871, 2.5291, -6.7385], [-0.4800, 1.7872, -0.8431], [-2.6545, -1.3446, 4.9030], [1.4130, 1.8031, 0.3029], [-1.3884, 0.4906, -4.0950], [-0.8655, 2.0768, 7.0565], [3.5185, 0.9428, 11.3948], [-1.2191, 0.4993, 0.1810], [-0.2717, 3.7959, 0.5879], [5.5036, 2.3140, -6.5504], [0.2161, 0.7627, 6.9928], [1.2765, 2.9638, -8.0354], [1.7659, 1.3809, -2.0747], [-1.4104, 7.7677, -6.9808], [4.7310, 0.7192, -6.1715], [2.2969, -0.3450, 11.5236], [-3.8878, 6.8201, -6.3235], [-2.1722, 6.7030, -8.0571], [5.7573, 0.5040, 2.6099], [2.2767, -0.2765, -2.0323], [-3.7344, 0.8836, 6.5649], [-6.1671, -1.6306, 1.3772], [5.1529, -1.4163, 4.8568], [3.3975, -5.5591, -2.2798], [-1.6873, -0.1590, 5.7798], [3.2444, 1.8278, -4.4706], [3.3671, -0.2979, 5.8387], [-1.5105, -1.6660, -5.4357], [-2.6109, 5.0194, 0.0402], [1.4781, -3.7681, -2.2114], [-1.1584, 1.0557, 9.1428], [-3.6410, -3.7971, 4.2606], [-1.5804, 0.3718, -9.2728], [-2.4398, -5.4342, -0.0540], [-2.5410, -2.7223, -6.3332], [-1.6058, 0.5283, 3.4728], [-2.8215, 5.2314, -2.5613], [4.5079, -3.1760, -5.4994], [-0.5553, -3.7396, -5.4034], [-4.9536, -1.8622, -0.5141], [3.2011, -1.4423, 7.2287], [5.2466, -2.6988, 6.1347], [-0.1210, -1.5805, 0.3472], [-5.1618, -2.9929, 4.1497], [-4.5882, -5.4687, 3.1218], [1.9230, -5.5050, 4.7039], [-4.2389, -5.5706, -1.6819], [-0.1573, 2.4991, 9.4707], [-7.3317, -0.6578, 0.5202], [4.0577, 3.3267, -4.7539], [0.5819, -1.0973, -3.4407], [-1.7670, 2.0445, -5.7449], [1.8093, -6.0288, -1.7762], [4.4120, -1.4726, -5.1403], [2.5924, 0.5034, 0.1360], [-6.1552, -1.0617, -1.4526], [0.1133, 0.1821, 1.9382], [-3.3872, 0.6139, 3.4228], [-2.4480, 1.6952, 4.4206]], "forces_ev_per_angstrom": [[0.217, 0.377, 0.140], [-0.288, -0.054, 0.462], [0.203, -0.092, 0.043], [-0.367, 0.069, -0.294], [0.095, 0.127, -0.115], [-0.874, -0.289, 1.494], [-0.133, -0.251, -0.556], [0.854, 0.122, -0.515], [0.046, -0.053, 0.147], [-0.690, 0.425, -0.460], [-0.470, -1.047, -0.341], [0.856, 0.168, 0.442], [0.363, -0.276, -0.448], [0.083, 1.123, 1.130], [-0.541, -0.834, -0.278], [0.007, -0.416, 0.415], [-0.188, 1.046, -0.253], [1.239, 0.716, -0.239], [-0.799, 0.195, 1.074], [1.206, 0.557, -0.258], [0.336, 0.246, -0.561], [-1.109, -0.458, -0.933], [-0.316, 1.024, 0.239], [-0.587, -0.835, -0.645], [0.056, 0.157, -0.964], [-0.504, -0.670, 0.148], [0.278, 0.701, 0.848], [0.305, 0.480, -1.155], [0.374, -0.493, -0.850], [-0.523, 0.120, 0.190], [0.028, -0.237, -0.778], [-0.089, 0.356, 0.109], [-0.100, -0.574, 0.353], [-1.040, -0.318, -0.094], [0.730, 0.353, 0.195], [-0.557, -0.899, -0.391], [-0.011, -0.048, -0.029], [1.326, -0.210, 1.573], [0.236, 1.439, -0.290], [-0.447, -0.118, 1.707], [0.431, -0.281, -1.026], [0.241, -0.577, -0.637], [0.358, 0.265, 0.374], [-1.729, 0.465, 0.221], [-0.120, 1.160, -0.221], [1.724, -0.843, -0.060], [1.871, 1.329, 1.427], [-0.127, -2.076, 0.755], [-0.627, -0.040, -1.200], [1.247, -0.007, -0.867], [0.515, -0.536, 0.077], [0.037, -0.369, -1.051], [0.102, -0.096, 0.913], [-0.716, -0.449, -0.687], [-0.249, 0.075, 0.033], [-0.687, 0.732, -0.391], [-0.225, -0.252, 0.658], [0.263, 0.858, -0.436], [-1.208, -0.100, 0.849], [0.710, 1.253, -0.516], [-0.853, -0.352, 0.770], [-1.189, -0.335, 1.584], [-0.252, -0.360, -0.069], [0.590, -0.680, 0.010], [-0.265, 1.508, 0.362], [0.126, -0.423, -0.658], [0.827, 1.311, 0.569], [0.407, -0.862, -1.420], [0.103, -0.076, -0.276], [-0.149, 0.056, 0.368], [0.257, -0.450, 0.617], [0.835, 0.001, 0.683], [1.302, -0.689, -0.382], [-0.644, -0.763, -1.175], [-0.948, -0.461, -0.414], [1.165, 0.191, -0.606], [-0.796, -0.086, -0.645], [-0.673, 0.266, -0.459], [0.976, -0.526, 0.937], [0.485, -0.467, -0.248], [1.076, -0.479, 0.831], [0.120, 0.066, -0.318], [-1.330, 0.239, 0.866], [-0.076, 0.759, -0.626], [-0.701, -0.112, -1.126], [0.204, 0.968, 1.217], [-0.481, -0.381, -0.054], [-0.192, 1.052, 1.515], [-0.738, -0.126, -0.361], [1.338, -3.795, -1.793], [-1.237, -0.769, -0.261], [0.087, -0.751, -0.174], [-0.192, -0.634, 0.354], [-0.764, -0.042, 0.415], [0.558, -1.052, -0.928], [0.318, -1.388, 0.914], [-0.174, 0.332, 0.378], [0.247, 0.007, -0.133], [0.058, 0.129, 0.322], [0.085, 0.075, -0.053], [-0.281, -0.438, 0.325], [0.048, -0.243, 0.273], [0.257, 0.069, -0.483], [0.075, 0.405, -0.326], [0.012, 0.201, 0.152], [0.120, 0.581, 0.323], [-0.198, 0.155, 0.238], [-0.002, 0.041, 0.075], [-0.026, 0.236, 0.457], [0.009, -0.193, -0.070], [-0.077, 0.025, 0.097], [0.181, -0.553, 0.361], [0.473, 0.065, 0.222], [0.042, 0.308, -0.990], [0.382, 0.855, -0.156], [-0.149, -0.159, 0.406], [-0.163, 0.225, -0.452], [0.262, 0.297, -0.162], [-0.008, -0.472, 0.298], [-0.039, -0.018, -0.152], [0.232, -0.300, 0.062], [0.279, -0.067, -0.096], [0.374, -0.045, 0.009], [-0.089, -0.382, -0.222], [0.246, -0.085, 0.483], [0.117, 0.129, -0.087], [0.194, 0.398, 0.124], [-0.481, 0.000, 0.467], [-0.524, 0.386, 0.614], [-0.085, -0.054, -0.105], [0.207, 0.167, -0.177], [-0.090, 0.195, 0.087], [0.348, 0.470, 0.013], [0.027, 0.053, -0.168], [0.199, 0.291, -0.417], [0.514, -0.554, -0.089], [-0.005, 0.179, 0.090], [-0.416, -0.066, 0.082], [-0.002, -0.135, -0.093], [0.210, 0.007, -0.093], [-0.013, 0.037, -0.040], [0.316, 0.167, 0.370], [-0.401, 0.116, 0.128], [-0.061, 0.162, 0.402], [0.295, 0.066, -0.299], [0.029, 0.258, -0.254], [0.191, -0.075, -0.122], [-0.057, 0.209, 0.181], [0.186, -0.125, -0.180], [0.122, -0.084, 0.031], [-0.586, 0.767, 0.851], [-0.270, -0.045, -0.224], [0.338, -0.123, 0.189], [-0.640, -0.021, -0.322], [-0.571, 0.205, 0.098], [-0.348, 0.105, 0.764], [0.049, 0.116, -0.360], [-0.469, 0.310, -0.071], [0.059, -0.049, -0.118], [0.044, -0.448, -0.010], [-0.115, -0.070, -0.068], [0.033, 0.018, 0.133], [-0.585, -0.076, 0.348], [0.248, 0.314, 0.396], [0.297, -0.180, 0.092], [0.056, 0.159, -0.210], [-0.251, -0.306, 0.478], [0.026, -0.158, -0.095], [-0.148, 0.300, 0.395], [-0.123, 0.440, -0.245], [-0.324, 0.016, -0.063], [0.623, 0.770, -0.249], [0.172, -0.267, 0.256], [-0.025, -0.146, -0.022], [-0.045, 0.368, -0.068], [-0.225, -0.464, 0.014], [-0.130, 0.197, -0.773], [-0.054, -0.358, -0.021], [0.684, -0.290, -0.300], [0.056, -0.015, 0.033], [0.235, -0.115, -0.041], [0.195, 0.136, -0.164], [-0.230, -0.224, -0.345], [0.155, 0.298, 0.187], [0.047, 0.181, 0.037], [-0.248, 0.419, -0.673], [0.392, -0.334, -0.759], [-0.016, 0.162, 0.306], [0.017, 0.289, -0.093], [-0.275, -0.025, 0.087], [-0.052, 0.646, 0.527], [-0.367, 0.254, -0.244], [-0.433, 0.018, -0.209], [0.146, 0.210, 0.528], [-0.237, 0.247, -0.022], [-0.364, 0.068, 0.269], [-0.037, -0.143, -0.056], [-0.001, 0.854, -0.083], [-0.071, 0.406, -0.192], [0.139, -0.064, -0.180], [-0.082, -0.100, 0.142]], "lowdin_charge": [0.10, 0.15, 0.11, 0.05, 0.07, 0.06, 0.10, 0.03, 0.16, 0.08, -0.01, 0.13, 0.18, -0.21, 0.07, 0.04, 0.06, 0.06, 0.07, 0.08, -0.01, 0.02, 0.11, -0.01, -0.01, 0.10, -0.09, 0.07, 0.16, 0.15, 0.01, 0.17, 0.18, 0.05, 0.11, -0.20, 0.16, -0.21, -0.09, -0.12, -0.07, 0.02, -0.10, -0.52, -0.11, 0.03, -0.53, -0.13, 0.03, -0.56, -0.25, 0.03, -0.55, -0.06, -0.22, -0.08, -0.06, 0.02, -0.13, -0.19, -0.56, -0.24, 0.03, -0.05, -0.14, -0.05, -0.53, -0.14, -0.12, -0.58, -0.11, -0.23, -0.55, -0.12, -0.11, -0.16, 0.02, -0.10, -0.12, -0.55, -0.09, -0.57, -0.06, -0.27, -0.54, -0.22, -0.05, -0.56, -0.18, -0.49, -0.55, -0.05, -0.23, -0.19, -0.13, -0.16, 0.12, 0.13, 0.08, 0.08, 0.10, 0.07, 0.11, 0.08, 0.13, 0.07, 0.13, 0.13, 0.12, 0.09, 0.08, 0.10, 0.08, 0.13, 0.13, 0.09, 0.13, 0.12, 0.07, 0.05, 0.07, 0.09, 0.08, 0.11, 0.08, 0.11, 0.11, 0.07, 0.13, 0.09, 0.13, 0.08, 0.09, 0.06, 0.06, 0.11, 0.13, 0.06, 0.13, 0.10, 0.08, 0.12, 0.09, 0.11, 0.09, 0.11, 0.09, 0.05, 0.09, 0.12, 0.12, 0.08, 0.07, 0.07, 0.14, 0.08, 0.06, 0.09, 0.12, 0.08, 0.12, 0.10, 0.12, 0.11, 0.11, 0.09, 0.09, 0.12, 0.07, 0.10, 0.11, 0.11, 0.12, 0.13, 0.09, 0.11, 0.13, 0.07, 0.07, 0.08, 0.05, 0.11, 0.08, 0.12, 0.08, 0.11, 0.13, 0.08, 0.13, 0.12, 0.13, 0.13, 0.10, 0.05, 0.06, 0.08, 0.12, 0.13, 0.09, 0.07, 0.07]}